ORCA calculation (the ωB97M-V functional and the def2-TZVPD basis) on one molecule with the formula C5H10N2O.

Structure (XYZ):
```
18
Properties=species:S:1:pos:R:3:forces:R:3
C 0.710105 0.923524 1.729423 0.02 0.03 -0.33
C -2.081840 -0.792907 0.705491 -0.07 0.27 0.32
C -0.970221 -0.584230 -0.202143 0.51 -0.16 -1.12
C -0.143381 -0.524107 -1.157874 -0.58 -0.70 0.44
N 0.326777 -1.146563 -2.267673 -0.13 0.46 0.20
C 0.726541 0.987719 -0.795842 0.05 0.56 1.11
O -0.029667 1.180523 0.546801 0.52 0.07 -0.40
N 2.021096 0.908897 -0.878010 -0.44 -0.33 -0.10
H 1.273324 -0.864615 -2.501957 -0.11 -0.19 -0.10
H -0.004258 -2.071616 -2.489514 0.29 0.13 0.02
H 2.424068 0.280018 -0.184061 -0.04 0.13 0.11
H 0.251004 1.713153 -1.455866 -0.13 -0.21 -0.04
H 1.090889 -0.105266 1.751929 0.00 0.02 0.02
H 1.543657 1.620848 1.833226 0.00 -0.05 0.02
H 0.025312 1.064333 2.566412 0.01 -0.01 -0.04
H -2.660662 -1.651279 0.345018 0.11 0.06 -0.03
H -1.753592 -1.010350 1.725072 -0.02 -0.01 -0.07
H -2.749154 0.071917 0.729565 0.02 -0.07 -0.02
```
Positions in Å, forces in eV/Å.

The value obtained for the relative energy (zero: lowest compared OMol25 entry of this formula, charge and spin) is 126.6 kcal per mole. The calculation puts the orbital gap (spin up / spin down) at 8.26 / 8.27 eV. The spin multiplicity is 1. As for the HOMO energy (spin up / spin down): -8.0021 / -8.0037 eV. The calculation puts the largest force on an atom at 1.25 eV Å⁻¹.

=====

ORCA calculation (the ωB97M-V functional and the def2-TZVPD basis) on a 10-piece molecular cluster, C4H28NO11 overall.

Structure (XYZ):
```
44
Properties=species:S:1:pos:R:3:forces:R:3
C 0.019633 -3.254632 2.986225 1.58 -0.91 -0.40
C 0.221097 -1.768522 2.802434 -1.81 1.16 1.73
C -1.116611 -0.953600 3.191967 0.48 -1.23 -0.62
C -1.177796 0.273432 2.387126 -2.92 3.07 -0.13
O -2.117791 0.167671 1.369117 1.21 -0.81 -0.65
O -0.764640 1.368341 2.652869 0.96 -0.79 0.36
N 0.598382 -1.193278 1.426765 1.05 -0.73 1.70
H 0.722694 -3.843272 2.400942 -0.23 0.12 -1.02
H 0.411926 -3.665924 3.917933 -0.52 0.92 0.73
H -0.972702 -3.626272 2.847806 -0.57 -0.06 -0.33
H 0.895056 -1.443858 3.585443 1.00 0.29 -0.73
H -1.904722 -1.569913 2.762877 -0.36 -0.04 0.63
H -1.330635 -0.630237 4.244608 0.74 -0.92 -0.80
H -1.886983 0.821749 0.678212 -0.34 0.04 0.61
H 0.782139 -0.194170 1.606469 0.50 -0.08 -0.82
H 1.366299 -1.683117 0.945462 0.02 0.42 0.58
H -0.138888 -1.258119 0.746804 -0.61 0.07 -0.31
H 0.471457 -0.302116 -2.330503 -0.13 -0.11 -0.12
H 1.436876 -1.258575 -1.528297 -0.79 0.89 -0.56
O 0.758933 -0.537105 -1.442515 0.37 -0.70 0.56
H -0.258459 -2.935246 -1.030981 0.92 -0.86 0.65
H -1.257190 -2.497946 -0.233926 -0.57 -0.43 1.12
O -0.503749 -3.104012 -0.090300 -0.73 1.15 -2.05
H -3.335397 1.760156 -3.880374 0.54 0.57 0.68
H -4.124490 1.890969 -2.636061 0.45 0.40 0.32
O -3.252871 2.154700 -2.983702 -1.04 -0.93 -0.97
H 1.611264 -3.076934 -2.811465 0.28 -0.05 -0.35
H 2.935886 -2.221954 -2.834998 -0.08 -0.25 -0.20
O 2.189253 -2.506871 -2.298617 0.34 -0.34 0.33
H 4.765307 1.172792 0.571798 -1.01 -0.20 -0.13
H 3.358604 1.802890 0.481096 0.08 0.07 0.06
O 3.815549 0.955692 0.436824 0.81 0.13 0.12
H 0.455655 0.865590 -4.243357 -0.30 0.29 -0.80
H -1.049922 0.629224 -4.787296 0.51 0.20 -0.48
O -0.438847 0.574921 -4.054679 -0.01 -0.49 1.27
H 1.139562 1.533531 -0.339475 -0.55 -0.06 -0.04
H -0.310361 2.002754 -0.103768 0.15 0.60 -0.14
O 0.392025 1.462039 0.272634 0.45 -0.13 0.23
H 0.533633 4.364541 0.227922 -0.10 -0.18 0.03
H 1.612523 4.943204 -0.674157 -0.23 -0.41 -0.01
O 1.064519 4.149784 -0.546174 0.60 0.67 -0.08
H -1.988526 2.945962 -1.683443 -0.05 -0.48 0.14
H -1.884711 4.296033 -1.153528 0.23 0.23 0.53
O -1.742983 3.389697 -0.855718 -0.31 -0.09 -0.61
```
Positions in Å, forces in eV/Å.

The value obtained for the relative energy (zero: lowest compared OMol25 entry of this formula, charge and spin) is 74.5 kcal per mole. The calculation puts the orbital gap at 10.66 eV. The net charge is +1. The spin multiplicity is 1. As for the HOMO energy: -13.1949 eV. The calculation puts the largest force on an atom at 4.24 eV Å⁻¹.

=====

ORCA calculation (the ωB97M-V functional and the def2-TZVPD basis) on an isolated ion of composition C3H13N6 and charge +1.

Structure (XYZ):
```
22
Properties=species:S:1:pos:R:3:forces:R:3
N 0.842465 0.791675 -1.885388 0.11 1.52 -1.62
N 1.392704 1.102798 -0.642565 2.37 -0.08 0.93
C 0.795167 0.397606 0.561030 -0.30 -0.81 -3.91
N 1.644233 -0.727004 0.875072 -1.53 -0.84 -0.21
C 0.861389 -2.054961 0.802359 0.97 0.15 1.28
C -0.554730 -1.621498 0.522343 -0.48 1.18 1.56
N -0.492263 -0.211171 0.113336 1.78 -0.97 1.15
N -1.644435 0.526646 -0.159060 -0.81 -0.82 -3.24
N -1.434616 1.527825 -1.157807 -1.70 -1.15 -3.15
H 1.420200 1.272496 -2.587520 -0.43 -0.97 0.21
H 0.622348 -0.163017 -2.000680 0.62 -1.47 -0.73
H 2.382742 0.720592 -0.731141 -1.52 0.77 0.99
H 0.746846 1.143904 1.310759 -0.31 0.55 1.04
H 2.009476 -0.441428 1.751194 0.71 -1.01 1.18
H 0.842840 -2.628930 1.788858 0.44 0.92 -1.26
H 1.264659 -2.761623 0.031366 -0.15 1.03 0.56
H -1.029647 -2.235159 -0.148661 -0.84 -1.23 -2.58
H -1.205901 -1.785901 1.365176 -0.01 0.40 1.06
H -2.205582 1.005488 0.543174 0.20 -0.21 1.06
H -2.327034 -0.222442 -0.654162 1.61 2.20 1.41
H -0.690905 1.220289 -1.935180 -1.17 -0.48 1.88
H -0.958347 2.366844 -0.976838 0.44 1.31 2.37
```
Positions in Å, forces in eV/Å.

The value obtained for the relative energy (zero: lowest compared OMol25 entry of this formula, charge and spin) is 78.6 kcal per mole. Its SMILES is NN[C@@H]1NCCN1[NH2+]N. The calculation puts the orbital gap at 9.15 eV. The net charge is +1. The spin multiplicity is 1. As for the HOMO energy: -12.4770 eV. The calculation puts the largest force on an atom at 4.01 eV Å⁻¹.

=====

ORCA calculation (the ωB97M-V functional and the def2-TZVPD basis) on a 8-piece molecular cluster, C26H69N5O11 overall.

Structure (XYZ):
```
111
Properties=species:S:1:pos:R:3:forces:R:3
C 3.565429 5.687564 -1.365678 0.48 1.46 0.53
C 2.974909 6.899074 -0.477598 0.32 -4.27 -3.77
C 2.787689 6.466144 0.924142 -0.68 2.57 0.42
O 4.065459 6.543914 1.572532 -1.05 -0.83 -2.78
C 3.874089 6.510274 2.920712 0.42 0.36 2.87
N 3.907719 8.014994 -0.547248 0.83 -0.13 -0.02
H 4.613269 7.832124 0.151932 0.35 0.35 1.11
H 4.416889 7.976294 -1.418658 -0.18 0.45 -0.63
H 3.388599 8.871234 -0.415088 0.41 0.62 0.14
H 3.826109 6.070094 -2.352498 -0.48 -0.10 -0.38
H 2.893209 4.831394 -1.422128 -0.34 0.49 -0.01
H 4.532759 5.352124 -0.991708 0.02 -0.03 0.57
H 2.129349 7.271324 -1.055998 -0.67 -0.56 0.73
H 2.095529 5.650604 1.133682 0.56 -0.60 -0.37
H 2.206989 7.342344 1.212532 -0.33 0.15 1.44
H 3.968879 5.527434 3.382372 -0.03 -0.22 -0.31
H 2.890109 6.896104 3.187232 0.03 0.14 0.20
H 4.649849 7.140684 3.355302 -0.09 0.06 0.27
C 2.341319 2.184674 0.486432 -0.09 -0.17 -0.03
C 1.054499 1.692744 -0.189458 -0.89 2.40 1.50
C 1.127709 0.231894 -0.507338 -0.44 -1.12 1.01
O -0.129871 -0.369246 -0.872848 0.36 -0.42 -0.14
C -0.524011 -1.560786 -0.162558 0.09 0.54 0.34
N -0.096791 2.100934 0.797742 0.80 -0.48 -2.09
H -0.928971 1.529124 0.772982 -0.65 -0.81 0.61
H 0.226819 2.263104 1.740652 0.26 -0.66 1.42
H -0.440531 3.004244 0.504532 -0.08 1.40 -0.38
H 2.682289 1.363904 1.117452 0.87 0.13 -0.18
H 2.250869 3.011884 1.190452 -0.80 -0.02 -0.02
H 2.985419 2.619004 -0.278148 0.60 -0.75 0.04
H 0.956709 2.331144 -1.067518 -0.72 -0.17 -0.09
H 1.558749 -0.280806 0.352572 -0.37 -0.17 0.53
H 1.922499 0.079874 -1.237608 -0.19 0.11 -0.80
H -0.089651 -2.496986 -0.513238 0.57 0.11 -0.46
H -1.596261 -1.723286 -0.272068 -0.06 0.57 -0.09
H -0.312741 -1.482246 0.903882 -0.02 0.24 0.10
C 3.565799 -5.336436 -2.624558 -0.46 1.77 0.42
C 3.198709 -3.840926 -2.321568 0.78 -0.43 1.33
C 2.735259 -3.442286 -0.850488 0.25 -1.10 -1.09
O 3.505619 -4.086406 0.141652 0.45 0.06 -0.85
C 3.237729 -3.670936 1.496452 -1.13 1.16 -0.49
N 4.483139 -3.039526 -2.613118 -0.24 -0.88 -1.01
H 4.919219 -3.531706 -3.379728 0.58 -0.42 -0.27
H 4.450709 -2.101716 -2.986698 -0.60 0.78 0.53
H 5.117379 -3.102656 -1.829638 0.26 0.13 0.62
H 4.475689 -5.652596 -2.114418 -0.46 -0.21 0.54
H 3.787969 -5.454556 -3.685128 -0.41 -0.05 -0.16
H 2.638269 -5.829486 -2.333528 0.51 -0.79 -0.04
H 2.426729 -3.543686 -3.031348 0.19 0.41 0.10
H 1.681549 -3.714376 -0.789298 -0.22 -0.12 0.16
H 2.758959 -2.352736 -0.871088 0.17 0.35 0.61
H 3.765279 -4.240386 2.261642 0.17 -0.13 -0.64
H 2.161489 -3.711726 1.664222 -0.16 -0.49 0.19
H 3.429039 -2.601006 1.578592 0.55 0.05 0.21
C -5.051151 -3.199126 0.831432 0.16 -0.86 -0.46
C -4.759781 -4.435666 1.662482 -0.85 0.31 0.60
C -4.294511 -4.037816 3.099042 1.24 -0.75 1.10
O -5.242841 -3.972796 4.162002 -0.35 0.17 -1.57
C -5.168741 -2.752186 4.931332 0.16 0.80 0.10
N -6.026491 -5.350446 1.684322 0.93 0.17 -0.64
H -5.882641 -5.966816 0.897242 -0.10 -0.50 -0.16
H -6.067511 -5.925006 2.513952 -0.34 0.06 0.65
H -6.901181 -4.898886 1.458252 -0.41 0.60 0.67
H -5.525631 -3.449866 -0.117308 -0.85 -0.09 0.13
H -4.116291 -2.832306 0.407662 0.19 0.61 0.88
H -5.609391 -2.507926 1.462872 0.19 0.45 -0.52
H -4.099371 -5.123916 1.134962 0.68 0.36 0.43
H -3.645611 -3.167086 3.004952 -0.68 0.81 -0.18
H -3.533391 -4.717876 3.481552 -0.01 -0.88 -0.39
H -4.160071 -2.581026 5.307362 0.07 -0.28 0.11
H -5.868131 -2.799946 5.766002 0.06 -0.42 -0.18
H -5.386891 -1.854906 4.352212 -0.07 -0.06 -0.34
C -0.113531 -2.011696 -4.284388 -0.58 1.12 0.91
C -0.606811 -3.374716 -4.675478 -0.22 0.26 -0.63
C -0.522041 -4.528996 -3.615258 -1.54 2.23 0.71
O -1.038891 -4.142116 -2.295478 0.83 -1.01 -1.19
C -0.983991 -5.311996 -1.391418 -0.54 1.21 -0.94
N -2.001751 -3.216586 -5.394538 -0.01 -0.74 0.91
H -1.980391 -2.647706 -6.228818 0.58 0.35 -0.45
H -2.297131 -4.138726 -5.681788 -0.14 -0.51 -0.33
H -2.795061 -2.856036 -4.883888 -0.10 0.38 0.98
H 0.905339 -1.994676 -3.897478 -0.01 -0.30 -0.19
H -0.713921 -1.565026 -3.491858 -0.06 -0.35 0.47
H -0.203511 -1.231866 -5.040608 0.29 -0.41 -0.58
H -0.077601 -3.700366 -5.571018 0.52 -0.38 0.29
H 0.550219 -4.700316 -3.520418 -0.05 -0.67 -0.22
H -1.137571 -5.326196 -4.032028 0.52 -0.69 0.20
H -0.014431 -5.802126 -1.479908 -0.09 -0.16 0.07
H -1.820401 -5.950106 -1.676608 0.26 -0.40 0.08
H -1.151981 -4.957506 -0.374458 0.16 0.16 -0.16
C 1.513119 4.110084 4.315662 0.79 1.18 -0.16
C 0.612999 2.891944 4.227362 -3.14 1.68 -1.46
O 1.036519 1.849474 3.758352 3.73 -3.33 -1.64
O -0.610571 3.025164 4.319212 -0.89 1.74 1.46
H 1.870619 4.296204 5.328402 0.35 -0.08 -0.10
H 1.126849 5.059544 3.944962 -1.43 -0.01 0.59
H 2.304379 4.111514 3.565982 0.88 -1.14 0.43
C -5.021781 0.576154 1.473902 -0.12 -0.59 -0.23
C -3.781381 0.515114 2.369712 -2.43 -0.13 3.41
O -2.763351 1.038694 2.026122 4.01 1.57 -3.58
O -3.916891 0.108494 3.551912 -1.40 -1.66 0.04
H -5.512771 1.549144 1.491402 0.43 0.18 -0.07
H -5.796311 -0.115566 1.805162 0.04 -0.26 0.02
H -4.685131 0.328014 0.467332 -0.31 0.15 -0.34
C -1.417261 6.326214 -1.616818 -0.46 1.49 -0.85
C -0.406901 5.435354 -0.923378 -1.17 -2.21 0.21
O -0.629251 5.147234 0.264332 0.05 0.46 1.24
O 0.439209 4.790384 -1.596108 1.01 0.61 -1.15
H -0.983391 7.256944 -1.982328 0.48 0.09 -0.11
H -2.275731 6.691384 -1.053078 0.30 -0.47 0.73
H -1.873321 5.909164 -2.514688 0.42 -0.56 -0.04
```
Positions in Å, forces in eV/Å.

The calculation puts the orbital gap at 2.22 eV. The net charge is +2. The spin multiplicity is 1. As for the HOMO energy: -8.0027 eV. The calculation puts the largest force on an atom at 5.70 eV Å⁻¹.